No. 1
{"formula": "C22H44N3OP3PtS", "method": "the ωB97M-V functional and the def2-TZVPD basis", "symbols": ["Pt", "P", "P", "P", "H", "C", "C", "H", "C", "C", "C", "C", "C", "C", "C", "C", "C", "H", "H", "H", "H", "H", "H", "H", "H", "H", "H", "H", "H", "H", "H", "H", "H", "H", "H", "H", "H", "H", "H", "H", "H", "H", "H", "H", "H", "H", "C", "C", "C", "C", "C", "C", "S", "H", "H", "H", "H", "H", "H", "C", "N", "C", "C", "C", "N", "C", "O", "N", "H", "H", "H", "H", "H", "H", "H"], "coordinates": [[0.44297, 0.34763, -0.79467], [1.80449, 1.20510, 0.89286], [-1.46620, 1.51122, 0.02800], [1.03017, 1.86884, -2.44196], [-0.41674, -1.37066, 1.31622], [-0.24685, -1.53203, 0.25718], [1.07432, -1.80570, -0.19071], [1.87851, -1.89364, 0.55134], [1.80536, 0.34233, 2.50197], [1.63354, 2.94700, 1.43725], [3.52978, 1.10890, 0.30275], [-3.00726, 0.78823, -0.60301], [-1.55057, 1.42788, 1.83513], [-1.54866, 3.30530, -0.33134], [2.40919, 1.19237, -3.40790], [1.65027, 3.52026, -1.96785], [-0.25807, 2.24502, -3.66812], [-1.10015, -1.93525, -0.28747], [1.24495, -2.30300, -1.15162], [1.51511, -0.71033, 2.40317], [1.11941, 0.82079, 3.21815], [2.82991, 0.39970, 2.90003], [0.77216, 3.07157, 2.10150], [1.54043, 3.64485, 0.60120], [2.53927, 3.21405, 1.99867], [3.69600, 0.12922, -0.16253], [4.19498, 1.22288, 1.16909], [3.74946, 1.89509, -0.43258], [-3.84923, 1.41113, -0.27029], [-3.11252, -0.22708, -0.19753], [-2.99758, 0.73207, -1.70179], [-2.60845, 1.50421, 2.11933], [-1.00405, 2.25407, 2.30640], [-1.17282, 0.47434, 2.23797], [-2.49589, 3.68656, 0.07711], [-1.52391, 3.49857, -1.41272], [-0.72120, 3.83363, 0.16182], [2.45404, 1.70636, -4.37723], [2.24955, 0.12186, -3.56985], [3.34721, 1.34896, -2.85894], [1.90267, 4.07961, -2.87948], [2.55411, 3.41481, -1.35586], [0.88191, 4.07712, -1.41745], [0.18583, 2.20273, -4.67365], [-0.68099, 3.24892, -3.50570], [-1.04541, 1.48372, -3.60129], [-0.78681, -2.05972, -4.17996], [-1.68666, -1.98930, -5.27436], [-1.58323, -2.86976, -6.34201], [-0.56084, -3.82278, -6.38495], [0.39631, -3.82570, -5.36646], [0.29643, -2.96171, -4.27939], [-1.08841, -1.11423, -2.77397], [0.78792, -0.48910, -2.12969], [-2.45950, -1.22681, -5.24837], [-2.29290, -2.81991, -7.16120], [-0.50718, -4.55450, -7.19069], [1.22979, -4.52062, -5.41836], [1.03710, -2.95140, -3.48748], [-1.53287, -4.18009, 4.68895], [-1.23440, -2.77582, 4.90228], [-0.86010, -2.34506, 6.13046], [-0.56550, -1.02692, 6.32258], [-0.66171, -0.17775, 5.18850], [-1.07623, -0.58596, 4.00337], [-1.43595, -1.89259, 3.82411], [-1.91329, -2.32216, 2.76569], [-0.19503, 1.11662, 5.28131], [-2.58577, -4.38641, 4.91668], [-0.89440, -4.77123, 5.35295], [-1.35677, -4.45315, 3.64650], [-0.77880, -3.12205, 6.89010], [-0.21657, -0.63354, 7.26849], [-0.04189, 1.46490, 6.22021], [-0.66175, 1.78751, 4.67914]], "forces_ev_per_angstrom": [[0.64, 0.24, 0.24], [0.65, 1.13, 1.22], [-0.17, 0.72, 0.17], [0.43, 1.25, -0.79], [0.05, 0.10, -0.18], [1.44, -0.93, -0.13], [-1.68, -0.38, 0.67], [-0.14, 0.52, -0.50], [0.04, -0.22, 0.07], [0.09, 0.03, -0.03], [-0.12, -0.23, -0.10], [0.10, -0.17, -0.09], [-0.20, -0.29, 0.06], [0.08, -0.24, -0.11], [0.09, -0.20, 0.07], [-0.11, -0.19, 0.26], [-0.36, -0.23, 0.02], [0.16, 0.29, 0.02], [-0.05, 0.12, 0.58], [0.18, 0.21, 0.06], [0.28, -0.11, -0.41], [-0.33, -0.07, -0.01], [0.26, -0.03, -0.17], [0.06, -0.18, 0.21], [-0.17, -0.06, -0.07], [0.13, 0.21, 0.12], [-0.06, 0.02, -0.26], [-0.08, -0.24, 0.26], [0.16, -0.16, -0.07], [-0.07, 0.23, -0.09], [-0.05, 0.13, 0.40], [0.14, 0.05, 0.01], [-0.19, -0.16, -0.29], [-0.26, 0.56, -0.37], [0.19, -0.09, -0.11], [-0.08, -0.03, 0.35], [-0.27, -0.18, -0.15], [0.10, -0.04, 0.27], [0.20, 0.21, -0.12], [-0.17, -0.14, -0.22], [-0.06, -0.21, 0.14], [-0.22, 0.18, -0.19], [0.27, -0.07, -0.20], [-0.15, 0.08, 0.30], [0.14, -0.40, -0.06], [0.05, 0.33, -0.19], [-0.08, 0.02, 0.13], [-0.77, -0.27, -0.68], [-0.47, 0.82, 0.32], [-0.11, -0.05, 0.05], [0.70, 0.34, 1.25], [0.67, -0.60, -0.58], [-0.28, -0.65, -1.75], [-0.35, -0.31, -0.49], [-0.07, -0.24, -0.13], [0.01, 0.10, 0.13], [0.00, 0.24, 0.13], [-0.13, 0.08, 0.06], [0.04, -0.29, -0.14], [0.01, -1.06, 0.01], [0.04, -0.30, 1.52], [-0.42, -1.65, -1.19], [0.31, 0.39, 0.48], [0.56, 1.80, -1.52], [0.01, -0.41, 0.84], [-0.64, 0.73, -1.45], [0.88, 0.54, 1.76], [-1.06, -1.02, 0.44], [0.12, 0.14, 0.02], [-0.20, 0.06, -0.14], [0.01, 0.17, 0.25], [-0.02, 0.29, -0.02], [-0.09, -0.20, 0.13], [0.10, 0.11, -0.06], [0.24, -0.12, 0.02]], "mulliken_spin": [0.471, 0.208, 0.207, 0.027, 0.003, 0.066, 0.070, 0.002, 0.036, 0.023, 0.045, 0.053, 0.031, 0.017, 0.020, 0.004, -0.007, -0.010, -0.001, -0.002, -0.011, 0.005, -0.001, -0.001, 0.007, 0.001, 0.007, 0.004, 0.011, -0.002, -0.008, 0.006, 0.001, -0.018, 0.007, -0.003, -0.003, 0.004, 0.004, -0.001, 0.001, -0.001, 0.000, -0.001, -0.001, 0.014, 0.207, 0.094, 0.027, 0.214, 0.036, 0.083, 0.974, 0.073, -0.002, 0.005, 0.000, 0.005, 0.009, -0.001, 0.297, 0.069, 0.271, 0.030, 0.071, -0.103, 0.294, 0.022, 0.020, 0.010, 0.005, 0.011, 0.000, -0.001, 0.000], "total_charge": 4, "relative_energy_kcal_mol": 0.0, "multiplicity": 5}

=====

No. 2
{"formula": "C20H20N6OS", "method": "the ωB97M-V functional and the def2-TZVPD basis", "symbols": ["C", "C", "C", "C", "C", "N", "C", "C", "C", "S", "C", "N", "C", "C", "C", "C", "C", "C", "C", "C", "N", "C", "C", "N", "O", "N", "C", "N", "H", "H", "H", "H", "H", "H", "H", "H", "H", "H", "H", "H", "H", "H", "H", "H", "H", "H", "H", "H"], "coordinates": [[4.54477, 3.07370, -1.50651], [4.17958, 1.79342, -0.87936], [5.22638, 0.80946, -0.60477], [4.87402, -0.44595, -0.13757], [5.87899, -1.52317, 0.18819], [3.54089, -0.72406, -0.01967], [2.90342, -1.88428, 0.40526], [1.57204, -1.53312, 0.44743], [0.49329, -2.45259, 0.98360], [-0.49604, -2.90941, -0.47133], [-1.66830, -1.66003, -0.22669], [-2.36527, -1.41017, 0.84526], [-3.24889, -0.34864, 0.53790], [-4.38113, 0.09149, 1.37986], [-5.33305, 1.02225, 0.88189], [-6.34844, 1.44527, 1.71793], [-6.41410, 1.03071, 3.03383], [-5.50454, 0.13935, 3.53934], [-4.50199, -0.35480, 2.71238], [-2.99788, 0.08125, -0.72787], [-1.98654, -0.73409, -1.21999], [-1.42662, -0.71533, -2.61638], [-0.49456, 0.49126, -2.82443], [-0.13672, 1.33354, -1.79114], [-0.18022, 0.82085, -3.95238], [1.41850, -0.20511, 0.04206], [2.59649, 0.23437, -0.22781], [2.91545, 1.52731, -0.63949], [3.89776, 3.86805, -1.15352], [4.33016, 2.96591, -2.56963], [5.61345, 3.30568, -1.32364], [6.25783, 1.07354, -0.86393], [5.61865, -2.41013, -0.37141], [5.80328, -1.68733, 1.30382], [6.86468, -1.19743, -0.11348], [3.36727, -2.84608, 0.69384], [-0.13059, -1.97674, 1.71278], [0.90617, -3.36148, 1.46164], [-5.35244, 1.46763, -0.10983], [-7.14563, 2.09366, 1.31984], [-7.18395, 1.41421, 3.65737], [-5.54964, -0.14915, 4.56378], [-3.79391, -1.02825, 3.10058], [-3.50087, 0.92439, -1.20351], [-2.21798, -0.63969, -3.36791], [-0.84709, -1.59533, -2.86288], [-0.38773, 1.03226, -0.87752], [0.79105, 1.75284, -1.86592]], "forces_ev_per_angstrom": [[0.44, 0.45, -0.01], [-0.07, -2.03, 0.82], [-0.93, -0.27, -0.07], [1.13, 1.14, -0.99], [-1.05, 0.71, 0.94], [1.80, -0.94, 0.28], [-0.68, -0.23, 0.35], [1.14, 0.25, 0.84], [1.21, 0.12, -0.90], [-0.28, -0.50, 0.41], [-1.37, 2.09, -0.79], [-1.20, 0.22, 0.37], [0.67, -1.05, 0.00], [0.10, 0.46, 0.36], [0.16, -0.41, 0.60], [-0.56, 0.33, -0.44], [-0.23, 0.13, -0.14], [0.58, -0.14, -0.70], [-0.63, 1.07, -0.98], [0.18, -0.22, 0.07], [0.39, -0.69, -1.49], [-0.23, 1.35, 1.29], [0.07, 2.04, -0.28], [-0.44, -0.98, -0.56], [0.19, -1.02, -0.52], [-1.96, -1.57, 0.91], [0.61, 2.00, -0.36], [0.17, -1.02, -0.11], [0.02, 0.18, 0.16], [0.31, 0.13, -0.17], [-0.69, 0.03, -0.30], [-0.41, -0.31, 0.42], [-0.01, -0.48, 0.11], [0.36, -0.19, -1.18], [0.20, 0.05, 0.20], [-0.08, 1.09, -0.37], [-0.48, 0.30, 0.21], [0.00, 0.48, -0.51], [0.43, -0.48, -0.02], [0.58, -0.20, 0.25], [-0.59, 0.23, 0.46], [-0.03, -0.27, 0.57], [0.84, -0.79, 0.27], [0.60, -0.58, -0.42], [0.00, 0.05, 0.31], [0.02, -0.29, 0.42], [0.27, -0.22, 0.72], [-0.55, -0.05, -0.01]], "nbo_charge": [-0.657, 0.287, -0.335, 0.285, -0.650, -0.352, -0.152, 0.139, -0.542, 0.266, 0.186, -0.481, 0.058, 0.025, -0.234, -0.192, -0.227, -0.205, -0.204, -0.079, -0.367, -0.309, 0.659, -0.817, -0.620, -0.501, 0.499, -0.460, 0.244, 0.244, 0.218, 0.227, 0.231, 0.237, 0.236, 0.232, 0.269, 0.236, 0.210, 0.209, 0.207, 0.210, 0.222, 0.231, 0.239, 0.253, 0.404, 0.420], "smiles": "Cc1cc(C)n2cc(CSc3nc(-c4ccccc4)cn3CC(N)=O)nc2n1", "multiplicity": 1, "energy_ha": -1576.12448}

=====

No. 3
{"formula": "C25H25N5O4S", "method": "the ωB97M-V functional and the def2-TZVPD basis", "symbols": ["C", "O", "C", "C", "C", "C", "N", "C", "C", "O", "N", "C", "C", "C", "C", "C", "C", "O", "N", "C", "C", "C", "C", "N", "O", "C", "C", "C", "C", "C", "S", "N", "C", "C", "C", "H", "H", "H", "H", "H", "H", "H", "H", "H", "H", "H", "H", "H", "H", "H", "H", "H", "H", "H", "H", "H", "H", "H", "H", "H"], "coordinates": [[-8.23795, -3.28193, 1.31094], [-7.50737, -2.09187, 1.48271], [-6.50683, -1.79579, 0.60599], [-6.14034, -2.61443, -0.47641], [-5.11831, -2.26410, -1.33245], [-4.44483, -1.07119, -1.10764], [-3.41439, -0.49218, -1.79040], [-3.09886, 0.69210, -1.17741], [-2.08579, 1.64373, -1.54974], [-1.33298, 1.54759, -2.49791], [-2.04492, 2.75221, -0.69324], [-1.01810, 3.74044, -1.01420], [0.34796, 3.23644, -0.62974], [1.31547, 3.00365, -1.59731], [2.55913, 2.51638, -1.24100], [2.85105, 2.25125, 0.09240], [4.21580, 1.79270, 0.50205], [4.93741, 2.49291, 1.19145], [4.61162, 0.58783, 0.02841], [3.75077, -0.41088, -0.55925], [3.53282, -1.56801, 0.42150], [4.86263, -2.15803, 0.90268], [5.57117, -2.92820, -0.21066], [6.61344, -3.67350, 0.22737], [5.25504, -2.90170, -1.37818], [5.76084, -1.03424, 1.44160], [5.91104, 0.07280, 0.39882], [1.89064, 2.50325, 1.06394], [0.64571, 2.98392, 0.70396], [-2.86026, 2.95445, 0.39121], [-2.78574, 4.28297, 1.36934], [-3.79554, 2.00614, 0.67478], [-3.93062, 0.88161, -0.08712], [-4.80696, -0.23488, -0.01581], [-5.84071, -0.60293, 0.84015], [-8.97000, -3.29303, 2.11687], [-7.59701, -4.16551, 1.39525], [-8.76135, -3.29960, 0.34955], [-6.66348, -3.54042, -0.65194], [-4.85103, -2.90503, -2.15825], [-2.94925, -0.84828, -2.60783], [-1.26022, 4.65631, -0.47042], [-1.06014, 3.92095, -2.09071], [1.08958, 3.19495, -2.63510], [3.31029, 2.34296, -1.99779], [2.79083, 0.03212, -0.82401], [4.22672, -0.79886, -1.46448], [2.94595, -2.34201, -0.07402], [2.97280, -1.20508, 1.28664], [4.66249, -2.87279, 1.71020], [6.86778, -3.73235, 1.19648], [7.13806, -4.21191, -0.44187], [6.74619, -1.41610, 1.71330], [5.30074, -0.61044, 2.33697], [6.49397, 0.90265, 0.80295], [6.40123, -0.31817, -0.49899], [2.12576, 2.32300, 2.10242], [-0.09571, 3.17832, 1.46490], [-4.38920, 2.17894, 1.47403], [-6.13707, 0.01090, 1.67500]], "forces_ev_per_angstrom": [[-0.10, -0.16, -0.02], [0.11, 0.20, 0.05], [0.17, 0.35, 0.10], [-0.09, -0.08, 0.04], [0.01, 0.02, 0.01], [-0.29, 0.12, 0.42], [0.33, 0.06, -0.33], [-0.46, 0.19, 0.70], [-0.19, -0.32, -0.13], [-0.05, -0.08, -0.05], [-0.25, -0.06, 0.11], [0.32, 0.30, -0.22], [0.04, 0.01, -0.04], [-0.02, 0.06, 0.07], [0.08, 0.00, 0.15], [-0.13, 0.26, -0.02], [-0.02, 0.05, -0.09], [0.00, 0.18, 0.24], [0.17, -0.07, -0.13], [-0.45, -0.31, -0.12], [0.18, -0.08, -0.25], [-0.24, 0.08, 0.01], [-0.08, -0.02, 0.57], [0.43, -0.31, 0.03], [-0.17, 0.04, -0.45], [0.02, 0.04, -0.15], [0.34, 0.15, 0.32], [0.15, -0.10, -0.06], [0.00, 0.01, -0.02], [-0.40, 0.10, 0.43], [-0.02, 0.51, 0.46], [0.12, -0.01, -0.13], [0.72, -0.28, -1.03], [-0.01, -0.33, -0.27], [-0.17, -0.32, -0.07], [0.03, -0.05, -0.08], [-0.02, 0.03, -0.02], [0.03, -0.01, 0.03], [-0.06, -0.08, 0.00], [0.01, -0.09, -0.08], [-0.02, 0.04, 0.05], [-0.02, -0.21, -0.18], [-0.01, -0.01, 0.14], [-0.06, 0.00, -0.12], [0.07, -0.05, -0.08], [0.14, -0.08, 0.00], [-0.13, 0.09, 0.06], [-0.05, 0.00, 0.03], [-0.03, -0.01, 0.01], [0.04, 0.03, -0.06], [-0.05, 0.03, -0.02], [-0.04, 0.04, 0.01], [0.01, 0.02, 0.06], [0.04, 0.00, 0.03], [-0.02, -0.16, -0.12], [0.01, 0.04, 0.01], [0.04, 0.01, 0.11], [-0.10, 0.03, 0.07], [0.20, 0.11, -0.12], [-0.07, 0.07, 0.14]], "nbo_charge": [-0.252, -0.493, 0.282, -0.278, -0.228, 0.219, -0.518, -0.014, 0.644, -0.593, -0.433, -0.272, 0.054, -0.217, -0.191, -0.126, 0.671, -0.625, -0.436, -0.229, -0.402, -0.322, 0.681, -0.826, -0.621, -0.397, -0.232, -0.175, -0.238, 0.288, -0.235, -0.559, 0.198, -0.139, -0.227, 0.203, 0.175, 0.175, 0.223, 0.218, 0.431, 0.261, 0.229, 0.220, 0.218, 0.228, 0.225, 0.226, 0.207, 0.221, 0.393, 0.405, 0.208, 0.217, 0.251, 0.197, 0.221, 0.229, 0.438, 0.224], "smiles": "COc1ccc2[nH]c3c(=O)n(Cc4ccc(C(=O)N5CCC(C(N)=O)CC5)cc4)c(=S)[nH]c3c2c1", "relative_energy_kcal_mol": 0.0, "multiplicity": 1}

=====

No. 4
{"formula": "C2H8NO3", "method": "the ωB97M-V functional and the def2-TZVPD basis", "symbols": ["C", "C", "N", "O", "O", "O", "H", "H", "H", "H", "H", "H", "H", "H"], "coordinates": [[1.19755, 0.54960, 0.19679], [-1.14978, 0.65928, -0.09617], [0.02250, 0.75573, -0.63087], [-2.27826, 0.66085, -0.72747], [-1.37150, 0.72044, 1.17605], [-0.61330, -1.53766, 0.26458], [1.48926, 1.42923, 0.65763], [1.11707, -0.50042, 0.79063], [1.93500, 0.40308, -0.57229], [0.03213, 0.71896, -1.59434], [-1.31337, -1.77538, 0.93798], [-2.05018, 0.74704, -1.65612], [-0.51443, 0.54244, 1.74391], [0.07318, -2.30396, 0.18322]], "forces_ev_per_angstrom": [[-0.05, -3.89, -2.44], [-5.96, 0.14, 3.83], [6.53, 0.37, 0.40], [-1.71, -0.09, -3.05], [2.78, 0.34, 5.36], [1.38, -3.02, 0.62], [0.16, 1.75, 1.77], [-0.04, 2.83, -0.85], [0.89, -0.25, 0.02], [0.87, -0.01, -2.76], [1.12, -0.04, -1.13], [-1.03, 0.02, -0.67], [-2.66, 0.38, -1.52], [-2.27, 1.46, 0.43]], "nbo_charge": [-0.512, 0.490, -0.104, -0.549, -0.594, -0.985, 0.278, 0.305, 0.253, 0.412, 0.524, 0.477, 0.499, 0.506], "total_charge": 1, "relative_energy_kcal_mol": 0.0, "multiplicity": 3}

=====

No. 5
{"formula": "C8H7OP3", "method": "the ωB97M-V functional and the def2-TZVPD basis", "symbols": ["C", "C", "C", "C", "O", "P", "P", "P", "C", "C", "C", "C", "H", "H", "H", "H", "H", "H", "H"], "coordinates": [[-1.00771, 0.93002, -0.09917], [-0.07628, 0.96839, -1.00625], [1.29571, 0.67263, -0.90969], [1.81750, -0.41083, -0.28123], [3.15039, -0.70643, -0.23324], [3.63117, -2.25869, -0.47843], [2.54913, -2.82975, -2.30683], [1.72375, -3.27752, -0.28056], [1.00181, -1.64457, 0.06569], [-0.06885, -1.70224, 0.88581], [-0.52387, -0.63859, 1.79203], [-0.86556, 0.54343, 1.34239], [-2.02932, 1.21732, -0.45153], [-0.22076, 1.61219, -1.98962], [1.90687, 1.45592, -1.41375], [1.53622, -1.66986, -2.36368], [-0.52099, -2.75037, 1.06661], [-0.48164, -0.88486, 2.86823], [-0.89390, 1.34695, 2.04996]], "forces_ev_per_angstrom": [[-2.62, -0.35, 1.04], [0.09, 2.55, -3.26], [2.60, -0.30, 0.66], [-1.20, -1.01, -0.68], [-0.02, 1.22, 0.28], [0.75, -0.15, -0.36], [-1.42, 0.88, -0.43], [-0.08, -0.18, -0.30], [-0.63, 0.81, 1.06], [-0.35, -2.00, 0.36], [0.32, -0.96, 0.01], [0.42, 0.94, -0.80], [0.83, 0.00, 0.67], [-0.50, -1.71, 1.82], [0.14, -1.03, 0.62], [1.62, -1.22, -0.11], [0.74, 1.70, -0.28], [0.02, 0.31, -0.60], [-0.69, 0.49, 0.32]], "nbo_charge": [-0.209, -0.208, -0.278, 0.295, -0.757, 0.626, -0.118, 0.271, -0.368, -0.184, -0.217, -0.201, 0.218, 0.211, 0.233, 0.037, 0.214, 0.222, 0.213], "smiles": "C1=C\\C=C2\\OP3=[PH]=P=3\\C2=C\\C=C/1", "relative_energy_kcal_mol": 0.0, "multiplicity": 1}